(1)
Computed, not measured: 2 unconnected molecules or ions with the total composition C5H11N3 at a distorted geometry, with ωB97M-V with the def2-TZVPD basis set.

```
19
Properties=species:S:1:pos:R:3:mulliken_charge:R:1
C 0.74 -0.63 3.14 -0.042
C -1.67 -0.28 -1.22 -1.421
C 0.20 1.17 -2.18 -1.278
C 0.74 -0.95 -0.99 -0.232
C -0.18 0.18 -1.02 0.758
N 1.07 0.44 3.64 -0.449
N 1.48 -3.22 -1.25 -1.166
N 1.16 -2.02 -1.21 0.743
H 0.85 -1.72 3.55 0.205
H -2.28 0.50 -0.75 0.349
H -1.94 -1.25 -0.76 0.355
H -1.86 -0.50 -2.26 0.416
H -0.62 1.58 -2.65 0.406
H 0.75 1.91 -1.56 0.313
H 0.96 0.71 -2.84 0.330
H 0.31 -0.55 2.22 0.063
H -0.16 0.63 -0.07 0.214
H 1.39 0.57 4.57 0.221
H 1.90 -3.62 -0.40 0.215
```

- Frontier orbital gap: 8.67 eV
- LUMO energy: 0.81 eV
- Highest occupied orbital energy: -0.2890 Ha
- ΔE to the lowest compared entry with this formula, charge and spin: 496.1 kJ/mol
- Net charge: 0

---

(2)
Computed, not measured: 2 unconnected molecules or ions with the total composition C5H10N2O at a distorted geometry, with ωB97M-V with the def2-TZVPD basis set.

```
18
Properties=species:S:1:pos:R:3:mulliken_charge:R:1
H -3.40 -0.01 1.23 0.240
N -2.64 0.68 1.26 -0.976
N -1.65 0.39 0.51 0.517
C -0.41 0.99 0.55 -0.476
C 0.78 0.42 0.14 1.108
C 1.95 1.35 0.11 -1.608
C 1.17 -0.97 0.07 -0.268
C 0.39 -2.06 0.14 -0.835
H -0.29 2.02 0.80 0.326
H 1.49 2.36 -0.12 0.354
H 2.40 1.39 1.00 0.367
H 2.69 1.10 -0.64 0.402
H 2.14 -1.28 -0.15 0.295
H 0.82 -2.99 -0.09 0.274
H -0.70 -2.06 0.29 0.227
O -1.54 -0.81 -1.57 -0.596
H -1.07 0.02 -1.21 0.370
H -2.13 -0.56 -2.30 0.279
```

- Frontier orbital gap (alpha / beta): 7.81 / 7.81 eV
- LUMO energy (alpha / beta): -0.51 / -0.51 eV
- Highest occupied orbital energy (alpha / beta): -0.3058 / -0.3057 Ha
- SMILES: [H]/N=N/C=C(/C)C=C.O
- ΔE to the lowest compared entry with this formula, charge and spin: 469.0 kJ/mol
- Net charge: 0

---

(3)
Computed, not measured: 5 unconnected molecules or ions with the total composition C20H42BO10P2S, with ωB97M-V with the def2-TZVPD basis set.

```
76
Properties=species:S:1:pos:R:3:mulliken_charge:R:1
C -2.10 -1.45 1.74 1.603
C -3.02 -1.87 1.10 -1.635
P -4.22 -2.48 0.05 0.013
P -4.73 -4.58 0.69 0.107
S -4.60 -4.79 2.59 -0.242
B -5.88 -1.39 0.22 0.391
O -6.05 -0.28 -0.51 -0.439
O -6.69 -1.91 1.12 -0.131
C -7.91 -1.23 1.54 -0.202
C -8.93 -2.28 1.93 -1.140
H -1.19 -1.06 2.15 0.299
H -3.70 -2.45 -1.25 0.172
H -6.01 -4.65 0.14 0.117
H -3.89 -5.35 -0.13 0.130
H -5.58 -0.22 -1.35 0.320
H -8.27 -0.61 0.73 0.318
H -7.65 -0.61 2.39 0.288
H -9.76 -1.82 2.47 0.380
H -9.30 -2.80 1.05 0.300
H -8.46 -3.02 2.56 0.309
O 0.84 0.58 1.89 -0.545
C 1.78 -0.16 2.07 0.791
O 1.57 -1.48 1.88 -0.082
C 2.63 -2.44 1.89 0.029
C 2.94 -2.94 3.28 -1.290
C 3.12 0.34 2.56 -1.156
H 3.51 -2.04 1.39 0.433
H 2.26 -3.26 1.27 -0.248
H 3.31 -2.14 3.92 0.322
H 3.70 -3.72 3.24 0.413
H 2.05 -3.35 3.75 0.292
H 3.09 0.37 3.65 0.317
H 3.26 1.35 2.19 0.284
H 3.96 -0.27 2.25 0.378
O 4.94 0.09 -2.13 -0.601
C 3.87 0.64 -2.10 0.600
O 3.82 1.93 -1.73 -0.377
C 2.63 2.73 -1.88 -0.348
C 1.66 2.51 -0.74 -0.567
C 2.59 -0.12 -2.37 -0.634
H 2.17 2.56 -2.85 0.368
H 3.00 3.76 -1.88 0.183
H 1.30 1.48 -0.73 0.251
H 0.81 3.18 -0.83 0.288
H 2.15 2.70 0.21 0.086
H 2.29 -0.59 -1.43 0.029
H 2.81 -0.91 -3.09 0.353
H 1.76 0.46 -2.75 0.352
O -0.24 -2.22 -3.18 -0.557
C 0.04 -3.27 -2.67 0.769
O 0.37 -3.27 -1.35 -0.236
C 0.61 -4.48 -0.61 -0.429
C 2.03 -4.96 -0.75 -1.130
C 0.11 -4.56 -3.46 -1.167
H -0.11 -5.25 -0.89 0.326
H 0.40 -4.20 0.42 0.479
H 2.27 -5.23 -1.78 0.339
H 2.20 -5.84 -0.12 0.416
H 2.73 -4.18 -0.45 0.330
H 1.11 -4.63 -3.90 0.280
H -0.61 -4.49 -4.27 0.348
H -0.09 -5.46 -2.89 0.354
O 0.56 5.45 -0.02 -0.542
C 1.20 6.46 -0.10 0.806
O 2.10 6.56 -1.09 -0.376
C 2.80 7.78 -1.39 -0.416
C 4.05 7.94 -0.55 -0.980
C 1.07 7.58 0.91 -1.058
H 2.14 8.63 -1.30 0.368
H 3.07 7.68 -2.44 0.338
H 3.81 8.02 0.51 0.274
H 4.59 8.83 -0.85 0.375
H 4.70 7.07 -0.68 0.282
H 1.74 7.36 1.74 0.272
H 0.05 7.57 1.28 0.320
H 1.29 8.57 0.52 0.337
```

- Frontier orbital gap: 7.75 eV
- LUMO energy: -3.58 eV
- Highest occupied orbital energy: -0.4165 Ha
- Net charge: +1

---

(4)
Computed, not measured: a gas-phase ion, C5H15N2 (charge +1) at a distorted geometry, with ωB97M-V with the def2-TZVPD basis set.

```
22
Properties=species:S:1:pos:R:3:mulliken_charge:R:1
C -1.35 -2.27 -1.25 -0.797
N -0.31 -1.79 -0.16 -0.430
C -0.64 -0.91 0.94 -0.890
C 0.48 0.29 0.78 -0.025
C 0.31 1.63 1.64 -1.142
N 0.38 0.57 -0.72 -0.252
C 1.19 1.84 -0.97 -0.796
H -0.98 -3.24 -1.42 0.353
H -2.35 -2.24 -0.80 0.277
H -1.14 -1.73 -2.17 0.303
H 0.42 -2.53 -0.02 0.289
H -0.46 -1.55 1.83 0.343
H -1.50 -0.29 1.20 0.479
H 1.52 -0.19 0.72 0.330
H -0.42 2.21 1.11 0.374
H -0.29 1.18 2.43 0.390
H 1.41 2.05 1.86 0.381
H -0.53 0.94 -1.13 0.374
H 0.16 -0.46 -0.95 0.499
H 0.51 2.76 -0.93 0.310
H 1.85 1.99 -0.10 0.292
H 1.75 1.72 -1.91 0.340
```

- Frontier orbital gap: 10.78 eV
- LUMO energy: -2.77 eV
- Highest occupied orbital energy: -0.4980 Ha
- SMILES: CNC[C@H](C)[NH2+]C
- ΔE to the lowest compared entry with this formula, charge and spin: 370.9 kJ/mol
- Net charge: +1

---

(5)
Computed, not measured: 2 unconnected molecules or ions with the total composition C12H28N2O4S at a distorted geometry, with ωB97M-V with the def2-TZVPD basis set.

```
47
Properties=species:S:1:pos:R:3:mulliken_charge:R:1
C 5.42 0.83 3.06 -1.217
C 5.35 0.50 1.58 -0.577
N 4.30 -0.47 1.27 0.442
C 3.47 -0.05 0.14 -0.796
C 2.49 1.04 0.55 -0.708
O 1.87 0.76 1.82 -0.253
S 0.44 -0.04 1.74 0.599
O 0.30 -0.65 0.45 -0.477
O 0.74 -1.30 2.74 -0.408
C 4.82 -1.78 1.07 0.375
C 4.26 -2.94 1.85 -0.919
O 5.68 -2.00 0.29 -0.531
H 4.53 1.34 3.41 0.236
H 5.57 -0.06 3.66 0.282
H 6.28 1.47 3.26 0.423
H 5.19 1.44 1.06 0.331
H 6.34 0.16 1.27 0.470
H 2.99 -0.90 -0.35 0.556
H 4.13 0.42 -0.61 0.282
H 3.07 1.94 0.72 0.425
H 1.78 1.28 -0.23 0.429
H 0.96 -2.04 2.15 0.289
H 4.58 -2.92 2.88 0.264
H 3.17 -2.93 1.83 0.107
H 4.64 -3.85 1.41 0.395
C -4.50 2.83 -2.47 -1.442
C -3.63 1.61 -2.23 -0.310
N -3.97 0.88 -1.02 0.155
C -2.98 -0.10 -0.63 -0.548
C -2.72 -1.28 -1.57 -1.133
C -5.36 0.45 -0.92 -0.730
C -5.92 -0.44 -2.03 -0.953
H -4.49 3.49 -1.60 0.332
H -4.11 3.40 -3.32 0.432
H -5.53 2.56 -2.70 0.298
H -2.59 1.95 -2.14 0.424
H -3.66 0.96 -3.13 0.254
H -3.23 -0.48 0.36 0.281
H -2.03 0.43 -0.50 0.287
H -3.53 -2.01 -1.53 0.285
H -1.81 -1.80 -1.26 0.434
H -2.58 -0.97 -2.60 0.286
H -5.98 1.35 -0.86 0.387
H -5.50 -0.04 0.04 0.353
H -5.66 -0.09 -3.03 0.246
H -7.01 -0.46 -1.97 0.376
H -5.58 -1.47 -1.93 0.269
```

- Frontier orbital gap: 8.71 eV
- LUMO energy: 0.71 eV
- Highest occupied orbital energy: -0.2940 Ha
- ΔE to the lowest compared entry with this formula, charge and spin: 23.9 kJ/mol
- Net charge: 0

---

(6)
Computed, not measured: a single C12H10Cl2N2OS2 molecule at a distorted geometry, with ωB97M-V with the def2-TZVPD basis set.

```
29
Properties=species:S:1:pos:R:3:mulliken_charge:R:1
O 3.65 2.41 -1.72 -0.608
C 3.04 1.47 -1.25 0.286
C 1.89 0.79 -1.93 -0.585
S 0.35 1.36 -1.10 -0.032
C -0.59 -0.23 -1.11 -0.394
C -1.91 -0.01 -0.45 -0.866
C -3.07 0.25 -1.18 0.635
Cl -3.01 0.30 -2.90 -0.233
C -4.29 0.46 -0.56 -0.747
C -4.38 0.44 0.82 -0.258
C -3.24 0.20 1.58 -0.748
C -2.03 -0.01 0.94 0.864
Cl -0.64 -0.28 1.92 -0.112
N 3.39 1.00 0.00 -0.115
C 2.97 -0.10 0.69 0.413
N 2.24 -1.06 0.26 -0.186
C 2.04 -2.01 1.21 -0.839
C 2.64 -1.78 2.40 -0.095
S 3.50 -0.29 2.36 -0.190
H 1.85 1.09 -2.98 0.424
H 1.94 -0.29 -1.81 0.398
H 0.01 -0.95 -0.56 0.073
H -0.72 -0.52 -2.14 0.613
H -5.17 0.65 -1.16 0.420
H -5.32 0.60 1.30 0.370
H -3.30 0.19 2.65 0.426
H 4.09 1.58 0.46 0.211
H 1.44 -2.87 0.96 0.400
H 2.62 -2.38 3.29 0.473
```

- Frontier orbital gap: 9.29 eV
- LUMO energy: 0.53 eV
- Highest occupied orbital energy: -0.3217 Ha
- SMILES: O=C(CSCc1c(Cl)cccc1Cl)Nc1nccs1
- ΔE to the lowest compared entry with this formula, charge and spin: 0.0 kJ/mol
- Net charge: 0

---

Question: Which formula does entry 1 have?
Answer: C5H11N3

---

Question: net charge of number 2 (C5H10N2O)?
Answer: 0

---

Question: Number 6 is which compound?
Answer: C12H10Cl2N2OS2